1.
One molecule with the formula C4H12N2S, computed with ωB97M-V/def2-TZVPD.

## Properties
Frontier orbital gap, eV: 9.73
E, eV: -18156.443
SMILES: CNC[C@@H](N)CS
E_HOMO, eV: -8.78
Relative energy (zero: lowest compared OMol25 entry of this formula, charge and spin), kcal/mol: 36.33

Last column: Löwdin charge in e.
Atoms and positions in Å:
C: 2.829352 0.480919 -0.560811  -0.165
N: 1.445435 0.261894 -0.973927  -0.168
C: 0.482805 0.445272 0.122557  -0.222
C: -1.078028 0.011549 -0.160732  -0.400
N: -1.169856 -1.555709 -0.435599  0.017
C: -1.785949 0.346216 1.107843  -0.575
S: -3.570597 0.025071 0.906426  0.700
H: 3.048931 1.549854 -0.327511  0.074
H: 3.403463 0.482991 -1.546354  0.088
H: 3.150985 -0.326030 0.129956  0.086
H: 1.249234 0.926929 -1.785732  0.130
H: 0.671101 -0.387783 0.831916  0.111
H: 0.531148 1.404295 0.595385  0.092
H: -1.411183 0.588665 -1.105560  0.149
H: -0.798616 -2.186457 0.268109  0.058
H: -0.623789 -1.709949 -1.260438  0.038
H: -1.519432 -0.473284 1.815396  0.079
H: -1.555657 1.359913 1.468633  0.084
H: -3.299347 -1.244357 0.910442  -0.176

Forces on atoms 1 to 6 (eV/Å):
0.566 0.664 -2.403
-1.168 1.188 -1.004
-1.335 -2.759 -0.713
2.983 -0.909 -1.757
-0.577 2.888 -0.171
-0.702 -1.047 0.164

2.
A 3-piece molecular cluster, C4H12N2S overall, computed with ωB97M-V/def2-TZVPD.

## Properties
Frontier orbital gap, eV: 7.68
E, eV: -18155.063
E_HOMO, eV: -8.38
Relative energy (zero: lowest compared OMol25 entry of this formula, charge and spin), kcal/mol: 68.15

Last column: Löwdin charge in e.
Atoms and positions in Å:
C: -2.022674 0.997350 -1.211167  -0.378
C: -3.221011 1.137182 -0.612251  -0.016
N: -1.515030 -0.202167 -1.706564  -0.008
H: -1.430741 1.852054 -1.486154  0.083
H: -3.600660 2.118176 -0.371243  0.037
H: -3.844044 0.260076 -0.417852  0.051
H: -2.011129 -1.048836 -1.433096  0.089
H: -0.152178 1.040307 -0.044201  0.122
H: -0.495360 -0.254660 -1.548183  -0.049
C: 2.177236 -0.614077 1.397438  -0.382
C: 2.310956 -0.715049 -0.111597  -0.570
S: 1.506476 0.689344 -0.981605  0.636
N: 0.800836 -0.943468 1.799986  -0.018
H: 2.507025 0.386259 1.720635  0.100
H: 2.863008 -1.343681 1.860394  0.110
H: 1.891967 -1.647071 -0.460989  0.061
H: 3.370754 -0.668506 -0.388083  0.070
H: 0.216681 -0.331743 1.225292  -0.003
H: 0.647890 -0.711489 2.769241  0.063

Forces on atoms 1 to 6 (eV/Å):
-1.214 -0.761 -0.005
0.593 -0.167 -0.219
0.574 -0.123 0.199
0.160 0.355 0.039
-0.039 -0.026 0.045
0.159 0.338 0.017

3.
One molecule with the formula C4H12N2S, computed with ωB97M-V/def2-TZVPD.

## Properties
Frontier orbital gap, eV: 9.49
E, eV: -18157.421
SMILES: NCCNCCS
E_HOMO, eV: -8.46
Relative energy (zero: lowest compared OMol25 entry of this formula, charge and spin), kcal/mol: 13.79

Last column: Löwdin charge in e.
Atoms and positions in Å:
N: -0.294467 -2.027216 0.347584  -0.003
C: -0.328563 -1.718573 -1.071172  -0.286
C: 0.885819 -0.972938 -1.579597  -0.248
N: 0.969999 0.389647 -1.111731  -0.068
C: 1.174523 0.686321 0.290955  -0.312
C: 0.279743 1.837275 0.783783  -0.554
S: -1.406103 1.316840 1.165542  0.693
H: 0.257978 -2.814431 0.602099  0.064
H: -1.114011 -1.931174 0.896818  0.050
H: -0.361491 -2.634945 -1.674324  0.103
H: -1.221485 -1.121708 -1.279051  0.102
H: 0.665592 -0.913794 -2.637459  0.109
H: 1.744297 -1.636001 -1.410139  0.114
H: 1.523332 0.993393 -1.678962  0.101
H: 2.226210 0.931049 0.526341  0.111
H: 0.925449 -0.183461 0.896642  0.080
H: 0.711093 2.168686 1.716003  0.058
H: 0.302933 2.638885 0.094776  0.049
H: -1.628007 0.762561 -0.034841  -0.162

Forces on atoms 1 to 6 (eV/Å):
0.684 0.419 -0.308
-0.358 -0.370 0.462
-0.553 0.107 0.070
-0.473 -0.015 0.570
0.080 -0.007 0.536
0.666 -1.319 0.426

4.
A 2-piece molecular cluster, C4H12N2S2 overall, computed with ωB97M-V/def2-TZVPD.

## Properties
Frontier orbital gap, eV: 8.69
E, eV: -28992.339
SMILES: [H]/N=C/NC.CSSC
E_HOMO, eV: -8.05
Relative energy (zero: lowest compared OMol25 entry of this formula, charge and spin), kcal/mol: 23.32

Last column: Löwdin charge in e.
Atoms and positions in Å:
H: -0.417085 -2.674593 1.302504  0.036
N: -0.020690 -2.949657 0.408798  0.060
C: 1.234379 -2.748692 0.381482  -0.363
N: 1.958248 -2.459131 -0.747487  -0.069
C: 3.292678 -1.915396 -0.550337  -0.114
H: 1.844813 -2.714792 1.297449  0.123
H: 1.363179 -2.069899 -1.459384  0.106
H: 3.677059 -1.608301 -1.525497  0.084
H: 3.300285 -1.036227 0.103944  0.070
H: 3.941043 -2.710297 -0.182640  0.080
C: 0.598528 0.597292 -0.922237  -0.505
S: -0.347186 2.101522 -0.537707  0.436
S: -2.044631 1.204704 0.270465  0.428
C: -2.533182 2.294099 1.640918  -0.474
H: 0.024652 -0.215471 -0.470179  -0.023
H: 0.641864 0.411250 -1.990987  0.032
H: 1.562741 0.590266 -0.419511  0.018
H: -3.117647 3.128702 1.252440  0.022
H: -3.228552 1.716998 2.250064  0.027
H: -1.632852 2.691307 2.114371  0.026

Forces on atoms 1 to 6 (eV/Å):
0.163 -0.990 0.285
-0.136 0.996 -0.799
0.059 0.505 0.690
-0.372 -0.543 0.545
-0.135 -0.082 -0.731
0.031 0.097 -0.097